Below is C15H26MnN5O4 as an isolated structure, with properties calculated with ωB97M-V with the def2-TZVPD basis set.

Last column: Mulliken charge in e.
Atoms and positions in Å:
Mn1 0.33 -0.35 0.33  -0.051
O1 -2.63 0.07 -2.42  -0.697
C1 -1.73 0.15 -1.61  0.132
O2 -0.94 -0.82 -1.22  -0.655
C2 -1.51 1.45 -0.82  0.643
C3 -2.07 2.70 -1.06  -0.874
C4 -1.69 3.75 -0.22  -0.445
C5 -0.78 3.54 0.82  -0.810
C6 -0.27 2.27 1.00  0.257
N1 -0.66 1.29 0.19  1.082
C7 0.74 1.80 2.06  0.418
O3 1.18 2.58 2.86  -0.664
O4 0.99 0.51 1.98  -0.665
H1 -2.77 2.83 -1.87  0.600
H2 -2.10 4.73 -0.39  0.458
H3 -0.46 4.34 1.47  0.609
N2 -3.40 -2.99 1.70  -0.143
C8 -3.23 -1.69 2.45  -0.980
C9 -2.18 -0.87 1.73  -0.540
N3 -0.90 -1.56 1.56  0.068
C10 -1.06 -2.89 0.97  -0.561
C11 -2.10 -3.75 1.67  -0.836
H4 -3.69 -2.79 0.74  0.397
H5 -4.14 -3.56 2.12  0.353
H6 -2.94 -1.96 3.47  0.374
H7 -4.20 -1.19 2.47  0.469
H8 -2.02 0.06 2.26  0.377
H9 -2.55 -0.62 0.73  0.294
H10 -0.42 -1.59 2.46  0.460
H11 -0.10 -3.41 0.99  0.471
H12 -1.34 -2.74 -0.07  0.275
H13 -1.85 -3.96 2.71  0.378
H14 -2.27 -4.69 1.15  0.439
C12 3.98 0.82 -0.59  -1.639
C13 2.95 0.78 -1.72  0.939
C14 2.46 2.19 -2.04  -1.497
C15 3.51 0.10 -2.96  -1.694
N4 1.74 0.08 -1.23  0.304
N5 1.85 -1.29 -0.80  -0.444
H15 4.79 1.50 -0.86  0.460
H16 4.43 -0.16 -0.41  0.445
H17 3.52 1.18 0.34  0.275
H18 3.28 2.79 -2.43  0.461
H19 2.06 2.67 -1.14  0.297
H20 1.68 2.17 -2.80  0.399
H21 4.38 0.64 -3.33  0.445
H22 2.77 0.07 -3.76  0.369
H23 3.83 -0.92 -2.74  0.382
H24 1.01 0.06 -1.94  0.396
H25 2.71 -1.39 -0.27  0.248
H26 1.85 -1.96 -1.56  0.223

Summary:
Electronic energy = -2312.72887 a.u.
HOMO level (spin up / spin down) = -10.712 / -10.148 eV
2S+1 = 2
Net charge = +1

---

Below is C15H26N2O2OsS3 as an isolated structure, with properties calculated with ωB97M-V with the def2-TZVPD basis set.

Last column: Mulliken charge in e.
Atoms and positions in Å:
Os1 -0.21 -0.18 0.62  1.825
S1 -0.64 -2.00 2.08  -0.413
C1 0.73 -1.90 3.17  0.584
C2 0.84 -2.95 4.15  -0.216
N1 0.92 -3.79 4.92  -0.441
C3 1.63 -0.90 3.12  0.431
S2 1.51 0.42 1.95  -0.398
C4 2.74 -0.83 4.03  -0.138
N2 3.62 -0.74 4.76  -0.466
C5 -2.91 0.96 2.39  -1.119
C6 -3.24 0.89 0.92  -0.332
O1 -2.54 -0.20 0.30  -0.493
C7 -2.96 -0.38 -1.06  -0.249
C8 -2.29 -1.60 -1.64  -0.865
H1 -3.43 1.80 2.84  0.395
H2 -1.84 1.11 2.54  0.210
H3 -3.20 0.04 2.90  0.311
H4 -2.97 1.82 0.40  0.203
H5 -4.31 0.70 0.77  0.488
H6 -2.71 0.53 -1.63  0.115
H7 -4.04 -0.49 -1.06  0.477
H8 -1.20 -1.53 -1.60  0.072
H9 -2.56 -1.70 -2.70  0.421
H10 -2.60 -2.50 -1.12  0.328
C9 2.39 -3.37 -2.08  -1.105
S3 2.37 -1.73 -1.39  0.448
C10 3.38 -2.05 0.04  -0.923
O2 0.96 -1.57 -0.87  -0.843
H11 2.09 -4.08 -1.32  0.336
H12 3.39 -3.57 -2.45  0.423
H13 1.68 -3.37 -2.91  0.363
H14 4.39 -2.30 -0.30  0.502
H15 2.94 -2.86 0.62  0.316
H16 3.41 -1.14 0.63  0.183
C11 0.45 1.43 -2.35  -1.537
C12 0.22 2.42 -1.21  3.171
C13 -0.79 3.49 -1.67  -1.918
C14 1.56 3.12 -0.89  -1.773
C15 -0.32 1.77 0.04  -2.105
H17 0.64 1.96 -3.29  0.489
H18 -0.42 0.79 -2.50  0.226
H19 1.31 0.79 -2.16  0.185
H20 -0.43 4.00 -2.57  0.463
H21 -0.95 4.23 -0.89  0.404
H22 -1.75 3.03 -1.91  0.314
H23 1.96 3.62 -1.77  0.449
H24 2.30 2.39 -0.54  0.290
H25 1.42 3.87 -0.10  0.395
H26 -0.50 2.52 0.82  0.518

Summary:
Energy relative to the best compared isomer or geometry (same formula, charge and spin) = 0.0 kJ/mol
Electronic energy = -2132.22480 a.u.
HOMO level (spin up / spin down) = -6.925 / -8.248 eV
2S+1 = 5

---

Below is C15H26N2O4 in the gas phase, with properties calculated with ωB97M-V with the def2-TZVPD basis set.

Last column: Mulliken charge in e.
Atoms and positions in Å:
O1 0.18 -0.16 0.41  -0.749
C1 0.85 -0.99 -0.17  0.593
C2 0.27 -1.98 -1.18  -1.032
C3 -1.25 -1.93 -1.19  -0.075
C4 -1.85 -2.49 0.11  -0.821
C5 -3.07 -1.69 0.54  0.486
O2 -4.21 -2.12 0.48  -0.675
N1 -2.76 -0.46 1.00  0.050
C6 -3.76 0.50 1.40  -1.119
C7 -3.87 1.70 0.45  0.074
C8 -4.06 1.28 -1.02  -0.509
C9 -2.98 2.08 -1.77  -0.692
C10 -1.95 2.35 -0.67  0.303
O3 -2.71 2.52 0.51  -0.513
N2 2.17 -1.13 0.03  -0.193
C11 2.94 -0.22 0.84  -1.068
C12 3.95 0.54 -0.04  0.343
C13 4.82 1.51 0.77  -0.754
C14 6.24 1.22 0.27  -0.531
C15 6.11 -0.25 -0.13  -0.476
O4 4.82 -0.38 -0.69  -0.454
H1 0.62 -2.98 -0.94  0.401
H2 0.66 -1.71 -2.17  0.468
H3 -1.56 -0.89 -1.32  -0.183
H4 -1.64 -2.49 -2.04  0.512
H5 -2.15 -3.53 -0.02  0.385
H6 -1.11 -2.43 0.91  0.375
H7 -1.79 -0.16 0.98  0.246
H8 -4.71 -0.03 1.43  0.439
H9 -3.52 0.87 2.40  0.369
H10 -4.70 2.32 0.80  0.411
H11 -5.06 1.52 -1.38  0.421
H12 -3.90 0.21 -1.13  0.106
H13 -2.55 1.53 -2.61  0.355
H14 -3.39 3.02 -2.14  0.313
H15 -1.38 3.27 -0.83  0.398
H16 -1.25 1.51 -0.56  -0.368
H17 2.71 -1.75 -0.55  0.310
H18 3.48 -0.77 1.61  0.262
H19 2.24 0.48 1.31  0.405
H20 3.39 1.06 -0.84  0.287
H21 4.74 1.28 1.83  0.333
H22 4.53 2.55 0.62  0.373
H23 6.46 1.82 -0.61  0.270
H24 7.00 1.39 1.02  0.343
H25 6.83 -0.57 -0.88  0.309
H26 6.21 -0.90 0.76  0.271

Summary:
Energy relative to the best compared isomer or geometry (same formula, charge and spin) = 26.5 kJ/mol
Electronic energy = -997.67828 a.u.
HOMO level = -8.833 eV